{"formula": "C30H28As2BrFeO14S2", "method": "ωB97M-V with the def2-TZVPD basis set", "molar_mass_g_mol": 962.27, "s_squared": 8.925, "relative_energy_kcal_mol": 155.2, "lumo_ev": [-2.5, -2.5], "fmax_ev_per_a": 1.14, "multiplicity": 6, "e_homo_ev": [-7.1, -7.5], "elements": ["Br", "As", "As", "Fe", "S", "S", "O", "O", "O", "O", "O", "O", "O", "O", "O", "O", "O", "O", "O", "O", "C", "C", "C", "C", "C", "C", "C", "C", "C", "C", "C", "C", "C", "C", "C", "C", "C", "C", "C", "C", "C", "C", "C", "C", "C", "C", "C", "C", "C", "C", "H", "H", "H", "H", "H", "H", "H", "H", "H", "H", "H", "H", "H", "H", "H", "H", "H", "H", "H", "H", "H", "H", "H", "H", "H", "H", "H", "H"], "positions_angstrom": [[-3.694936, 1.817234, 0.097306], [1.981645, -3.882727, -0.418537], [-0.661400, -1.294792, -0.286151], [-1.201693, 1.957097, 0.646322], [1.642862, 2.134863, 0.234738], [-0.498561, 1.901375, 3.163816], [0.405066, 1.569168, -0.387164], [-0.554627, -6.418238, -0.055598], [0.699404, -5.896505, 1.679637], [1.192387, -3.851014, -3.593334], [0.875268, -1.631420, -3.787824], [-0.935690, 1.772462, 4.508904], [-2.140268, -4.786972, 1.599599], [-1.112500, 3.039230, 2.368844], [-3.135514, -2.878445, 1.531401], [1.021458, 3.700200, 0.400442], [2.015181, 0.189979, 0.755455], [3.419188, -1.009152, -0.535556], [2.768104, 2.282653, -0.628345], [-0.736588, 0.734967, 2.273295], [1.150422, -2.589354, -3.094350], [2.113624, -5.577133, -1.378169], [3.432721, 2.477366, 2.160682], [-1.255389, 3.572726, -0.401750], [2.079919, 2.252102, 2.013145], [0.105385, -4.079340, 0.283841], [-4.779044, 5.812415, -0.297252], [-3.303142, -1.491989, 1.285440], [4.485979, -0.418527, 0.196260], [-3.567773, 6.466964, -0.444414], [2.152848, -0.699510, -0.181737], [1.503013, -2.524973, -1.684217], [3.191269, 2.498461, 4.550450], [-3.683273, 3.720762, -0.158650], [-1.396589, -5.969082, -1.116470], [-4.858802, 4.423610, -0.133751], [0.933790, -3.942360, -4.994574], [-2.377665, 5.747583, -0.452819], [1.171402, -1.361860, -0.882154], [-0.830611, -3.141822, 0.487693], [3.983733, 2.605238, 3.429822], [0.097716, 4.202879, -0.597447], [-1.052804, 6.390538, -0.492947], [0.084264, 5.699564, -0.506489], [-2.436317, 4.345714, -0.343536], [0.035488, -5.513760, 0.757914], [1.828129, 2.282180, 4.407907], [-2.048298, -3.643087, 1.247964], [-1.648709, -1.744266, -1.914847], [1.253755, 2.165124, 3.150891], [3.018485, -5.510727, -1.982071], [3.622950, 2.579541, 5.538431], [-2.330022, -5.574483, -0.719376], [1.270465, -5.790608, -2.025213], [5.377180, -0.954764, -0.121214], [-2.714192, -1.615660, -1.723420], [4.342680, -0.534992, 1.269658], [1.078732, -4.988361, -5.251020], [-1.025217, 7.472735, -0.475795], [-5.694951, 6.387616, -0.289091], [-3.272277, -1.272775, 0.216360], [0.458880, 3.908565, -1.592481], [-0.903327, -5.217532, -1.734831], [4.580686, 0.636901, -0.054548], [-2.571230, -0.894915, 1.828853], [-3.543852, 7.545391, -0.534729], [-4.301579, -1.262511, 1.656623], [5.046934, 2.780483, 3.527186], [2.236761, -6.362374, -0.633447], [-5.809642, 3.932742, 0.005559], [-0.087210, -3.634170, -5.218173], [-1.599414, -6.849797, -1.720410], [1.043397, 6.200856, -0.489847], [-1.339158, -1.066223, -2.708384], [1.189773, 2.202930, 5.275143], [4.059370, 2.547676, 1.284261], [1.619330, -3.311703, -5.557572], [-1.467349, -2.769937, -2.234168]], "forces_ev_per_angstrom": [[-0.7, 0.2, -0.1], [-0.2, 0.1, 0.2], [0.2, 0.3, 0.2], [-0.3, -0.9, -0.3], [-0.6, -0.3, -0.1], [-0.4, 0.2, -0.9], [1.1, 0.1, 0.4], [0.0, 0.2, 0.1], [0.0, 0.1, 0.2], [0.0, 0.0, -0.1], [-0.1, 0.0, 0.0], [0.0, 0.2, 0.2], [0.2, -0.3, 0.1], [0.4, -0.2, 0.8], [0.2, -0.1, 0.0], [-0.1, 0.1, -0.3], [0.0, -0.1, -0.2], [0.1, -0.1, -0.2], [0.1, 0.1, 0.0], [0.1, -0.1, 0.3], [0.2, 0.1, 0.2], [0.1, -0.1, -0.1], [0.0, 0.0, 0.1], [0.1, 0.2, 0.5], [-0.3, -0.1, 0.0], [0.2, -0.2, 0.1], [0.0, -0.1, 0.0], [0.0, 0.0, 0.1], [0.0, 0.0, 0.0], [0.1, 0.1, 0.1], [0.0, 0.3, 0.2], [-0.3, 0.1, -0.1], [-0.1, 0.0, 0.1], [0.0, -0.2, 0.0], [0.0, -0.1, 0.0], [0.1, 0.1, 0.0], [0.0, -0.1, 0.0], [0.2, 0.3, 0.0], [-0.1, -0.2, 0.2], [-0.1, 0.0, 0.1], [0.1, 0.0, -0.1], [-0.4, 0.1, 0.4], [-0.3, 0.0, 0.0], [0.1, -0.1, -0.1], [0.5, 0.1, -0.5], [-0.1, 0.0, -0.3], [0.1, 0.0, -0.1], [-0.3, 0.4, -0.3], [0.0, 0.0, -0.3], [0.3, 0.1, -0.2], [0.0, 0.0, 0.0], [0.0, 0.0, 0.0], [0.0, 0.0, 0.0], [0.0, 0.0, 0.0], [0.0, 0.0, 0.0], [0.0, -0.1, -0.1], [0.0, 0.0, 0.0], [0.0, 0.0, 0.0], [-0.1, 0.0, 0.0], [0.0, 0.0, 0.0], [0.0, 0.0, 0.1], [-0.1, 0.0, -0.2], [0.0, 0.0, 0.0], [0.0, 0.0, 0.0], [0.0, 0.0, -0.1], [0.0, 0.0, 0.0], [0.0, 0.0, 0.0], [0.0, 0.0, 0.0], [0.0, 0.0, 0.0], [0.0, 0.0, 0.0], [0.0, 0.0, 0.0], [0.0, 0.0, 0.0], [0.0, 0.0, 0.0], [0.0, 0.0, 0.0], [0.0, 0.0, 0.0], [0.0, 0.0, 0.0], [0.0, 0.0, 0.0], [0.0, 0.0, 0.0]]}



{"formula": "C30H28Br2CoN2OSi2", "method": "ωB97M-V with the def2-TZVPD basis set", "molar_mass_g_mol": 707.48, "s_squared": 0.823, "total_charge": -2, "relative_energy_kcal_mol": 27.0, "lumo_ev": [4.0, 4.0], "fmax_ev_per_a": 1.99, "multiplicity": 2, "e_homo_ev": [0.7, -0.6], "elements": ["Br", "Br", "Co", "Si", "Si", "O", "N", "N", "C", "C", "C", "C", "C", "C", "C", "C", "C", "C", "C", "C", "C", "C", "C", "C", "C", "C", "C", "C", "C", "C", "C", "C", "C", "C", "C", "C", "C", "C", "H", "H", "H", "H", "H", "H", "H", "H", "H", "H", "H", "H", "H", "H", "H", "H", "H", "H", "H", "H", "H", "H", "H", "H", "H", "H", "H", "H"], "positions_angstrom": [[6.846794, -0.392146, -2.742330], [4.418452, 1.859643, 1.767969], [-0.039659, 0.606410, 0.958500], [-0.680888, 1.402824, -1.093559], [-0.328751, -1.604960, 0.527840], [1.847474, 0.725770, 0.497958], [0.265329, 1.143506, 2.957456], [1.580920, -0.560235, -1.950280], [-3.060879, 0.385120, 0.839277], [-2.424040, -1.416230, -3.718113], [1.504763, 1.460461, 4.983308], [-4.479759, 1.218674, 2.594201], [0.579778, 2.279906, -2.294713], [-2.357833, -2.607124, -3.018569], [3.971665, -0.456028, -2.304749], [-4.330364, 0.616283, 1.352179], [-0.903726, 1.345576, 3.653705], [3.809545, -1.118354, -3.535902], [-2.233949, 2.567448, -1.389138], [1.462549, -1.168879, -3.126478], [-1.894358, 0.698500, 1.534696], [-1.741784, -2.627496, -1.777295], [2.800534, -0.187016, -1.526007], [-0.876119, 1.602713, 5.032419], [5.314843, 0.625727, -0.582803], [-1.535836, -2.776371, 1.526793], [0.315307, 1.683961, 5.705643], [-3.360716, 1.492323, 3.343449], [-1.296452, -0.269609, -1.896547], [-2.077403, 1.195799, 2.858063], [-1.198890, -1.485518, -1.204946], [-1.895829, -0.266314, -3.150647], [5.203557, -0.035705, -1.787798], [1.186708, -2.815023, 0.304130], [2.864318, 0.486349, -0.245027], [2.525308, -1.459114, -3.955278], [4.167659, 0.884782, 0.135789], [1.405044, 1.181978, 3.636222], [-1.203699, -2.895698, 2.552113], [1.598428, 2.093555, -1.981758], [0.485455, 1.921222, -3.314682], [-2.775364, -3.515185, -3.444622], [-2.715505, 2.343637, -2.338193], [2.299232, 0.981728, 3.069053], [-2.542649, -2.377294, 1.554192], [-5.468631, 1.447868, 2.978859], [1.748609, -2.561368, -0.586036], [0.865631, -3.850384, 0.219430], [-2.889170, -1.383429, -4.699610], [-1.802323, 1.726046, 5.574989], [-1.580079, -3.765512, 1.080004], [-2.970790, 2.441399, -0.606329], [0.424328, 3.356120, -2.281628], [2.364313, -1.940027, -4.914254], [6.277881, 0.934296, -0.203567], [-1.943193, 0.658754, -3.711982], [4.672053, -1.360937, -4.144219], [-2.998077, -0.064704, -0.140012], [0.335670, 1.911748, 6.766657], [1.860192, -2.735506, 1.153155], [-3.468775, 1.955021, 4.316187], [-1.943356, 3.612544, -1.410119], [2.469869, 1.497795, 5.471454], [-5.209984, 0.348585, 0.776016], [0.451051, -1.432505, -3.403813], [-1.694433, -3.565398, -1.240704]], "forces_ev_per_angstrom": [[-0.2, 0.0, 0.1], [-0.1, -0.1, -0.2], [-0.9, 0.5, 0.7], [-0.4, -0.2, -0.2], [-0.3, 0.1, 0.0], [1.9, -0.2, -0.6], [-0.8, -0.3, 0.3], [0.4, -0.3, -0.8], [-1.1, -0.2, 0.0], [-0.1, 0.0, -0.3], [-0.4, 0.1, 0.4], [-0.3, 0.1, 0.4], [-0.3, -0.4, 0.4], [-0.1, -0.2, -0.2], [-0.2, 0.0, 0.1], [0.4, -0.2, -0.5], [1.1, 0.0, -0.1], [-1.1, -0.3, -0.3], [0.5, -0.5, 0.0], [-0.8, 0.6, 1.2], [1.6, 0.1, 0.0], [-0.1, -0.1, -0.1], [-0.2, -0.5, -0.7], [-0.2, 0.1, 0.0], [-0.1, -0.4, -0.9], [0.4, 0.4, -0.4], [0.6, 0.0, -0.2], [0.2, 0.0, 0.1], [0.0, 0.7, -0.2], [-0.9, -0.1, -0.5], [0.2, -0.5, 0.5], [0.0, 0.0, -0.1], [1.0, 0.2, 0.3], [-0.5, 0.4, 0.0], [-1.1, 0.6, 1.5], [1.7, 0.1, -0.1], [-0.1, 0.3, 0.6], [0.5, 0.1, 0.3], [0.2, 0.0, 0.3], [0.3, 0.0, 0.1], [-0.1, -0.1, -0.4], [0.0, 0.0, 0.0], [-0.1, 0.0, -0.3], [0.0, 0.0, -0.2], [-0.3, 0.2, 0.0], [0.0, 0.0, 0.0], [0.2, 0.0, -0.2], [-0.1, -0.3, 0.0], [0.0, 0.0, 0.0], [-0.1, 0.0, 0.0], [0.0, -0.3, -0.2], [-0.2, 0.0, 0.2], [-0.1, 0.2, 0.0], [0.0, 0.0, 0.1], [0.0, 0.0, 0.0], [-0.1, 0.2, -0.1], [0.0, 0.1, 0.1], [0.0, 0.0, -0.1], [0.0, -0.1, 0.0], [0.1, 0.0, 0.2], [-0.1, 0.0, 0.1], [0.2, 0.3, 0.0], [0.0, 0.0, -0.1], [0.0, 0.0, -0.1], [-0.1, -0.1, -0.1], [0.0, -0.2, 0.1]]}



Number 2 is which compound? C30H28Br2CoN2OSi2



Number 1 is which compound? C30H28As2BrFeO14S2